No. 1
Formula: C48H126O15
Source: OMol25
Level of theory: ωB97M-V/def2-TZVPD

Computed properties:
HOMO   -0.3492 Ha
Energy   -82529.184 eV

Geometry as XYZ:
```
189
C48H126O15 | OMol25 | ωB97M-V/def2-TZVPD
C -6.87 0.65 -4.76
C -5.83 1.73 -4.91
O -4.57 1.12 -4.88
C -3.48 2.00 -5.01
C -2.20 1.20 -5.06
H -7.87 1.02 -4.96
H -6.64 -0.22 -5.39
H -6.79 0.24 -3.75
H -5.98 2.31 -5.83
H -5.99 2.43 -4.07
H -3.63 2.59 -5.93
H -3.46 2.80 -4.26
H -2.02 0.82 -4.05
H -1.33 1.78 -5.38
H -2.28 0.35 -5.73
C 6.45 2.13 7.48
C 4.99 2.27 7.10
O 4.81 1.95 5.73
C 3.45 1.93 5.37
C 3.40 1.67 3.88
H 7.09 2.70 6.81
H 6.55 2.52 8.50
H 6.81 1.10 7.46
H 4.36 1.63 7.73
H 4.62 3.29 7.27
H 2.92 1.16 5.93
H 2.89 2.84 5.63
H 3.91 0.73 3.66
H 3.84 2.49 3.32
H 2.38 1.57 3.51
C -3.05 -0.76 2.65
C -3.69 -2.04 3.14
O -3.65 -2.98 2.05
C -4.23 -4.22 2.43
C -4.46 -5.05 1.18
H -3.58 -0.42 1.76
H -3.15 0.04 3.39
H -2.00 -0.89 2.40
H -3.14 -2.48 3.98
H -4.73 -1.83 3.40
H -3.55 -4.76 3.10
H -5.14 -4.08 3.02
H -4.75 -6.06 1.47
H -3.54 -5.11 0.63
H -5.26 -4.68 0.53
C 2.79 -4.68 -0.59
C 4.12 -3.97 -0.76
O 4.15 -2.71 -0.13
C 4.07 -2.74 1.28
C 4.34 -1.35 1.84
H 1.94 -4.06 -0.87
H 2.74 -5.59 -1.19
H 2.60 -5.04 0.42
H 4.97 -4.56 -0.40
H 4.31 -3.81 -1.82
H 3.10 -3.08 1.67
H 4.82 -3.44 1.67
H 3.60 -0.62 1.50
H 5.35 -0.99 1.65
H 4.27 -1.45 2.93
C -3.55 -2.41 -7.00
C -2.06 -2.14 -6.92
O -1.63 -2.25 -5.56
C -0.23 -2.16 -5.43
C 0.17 -2.39 -3.98
H -3.73 -3.46 -6.79
H -4.07 -1.76 -6.29
H -3.88 -2.13 -8.00
H -1.47 -2.82 -7.54
H -1.85 -1.10 -7.21
H 0.28 -2.92 -6.04
H 0.10 -1.18 -5.78
H -0.03 -1.47 -3.42
H 1.25 -2.52 -3.89
H -0.37 -3.27 -3.64
C -2.50 3.58 -1.16
C -1.85 3.84 0.19
O -1.81 5.24 0.39
C -1.23 5.66 1.62
C -0.93 7.14 1.46
H -2.47 2.54 -1.48
H -3.56 3.87 -1.14
H -2.14 4.27 -1.93
H -2.38 3.31 0.99
H -0.80 3.51 0.26
H -2.00 5.54 2.39
H -0.33 5.08 1.82
H -0.54 7.51 2.42
H -1.81 7.74 1.22
H -0.21 7.30 0.67
C -2.58 -7.75 3.23
C -1.37 -6.89 3.59
O -0.74 -6.28 2.50
C -1.54 -5.32 1.79
C -0.60 -4.72 0.78
H -3.31 -7.27 2.59
H -2.18 -8.61 2.69
H -3.09 -8.17 4.10
H -1.59 -6.11 4.34
H -0.67 -7.52 4.15
H -2.32 -5.85 1.26
H -2.01 -4.61 2.45
H -0.36 -5.38 -0.05
H 0.30 -4.39 1.30
H -0.99 -3.78 0.37
C 0.32 0.79 -1.19
C 0.33 0.01 0.13
C 0.83 -1.42 -0.04
O 1.01 0.66 1.20
H 1.31 0.73 -1.67
H 0.04 1.83 -1.02
H -0.43 0.39 -1.88
H -0.71 -0.03 0.48
H 0.08 -1.98 -0.61
H 0.89 -1.94 0.91
H 1.75 -1.48 -0.62
H 1.82 1.05 0.84
C -1.58 2.59 4.24
C -0.25 1.88 4.43
C 0.11 1.66 5.88
O -0.26 0.62 3.76
H -2.35 2.08 4.81
H -1.84 2.57 3.18
H -1.58 3.64 4.55
H 0.55 2.51 4.01
H 0.16 2.62 6.42
H 1.10 1.24 5.99
H -0.62 1.00 6.35
H 0.15 0.75 2.89
C 2.59 3.66 -6.39
C 1.32 3.11 -5.74
C 1.63 2.01 -4.73
O 0.61 4.13 -5.05
H 2.37 4.40 -7.16
H 3.24 2.88 -6.79
H 3.10 4.25 -5.63
H 0.62 2.78 -6.51
H 2.16 2.37 -3.85
H 2.25 1.24 -5.21
H 0.71 1.50 -4.46
H 1.08 4.40 -4.25
C 0.66 -2.76 3.70
C 0.09 -2.65 5.12
C 1.20 -2.31 6.11
O -0.95 -1.70 5.14
H -0.15 -3.07 3.05
H 1.48 -3.47 3.66
H 0.99 -1.76 3.39
H -0.38 -3.59 5.40
H 0.81 -2.27 7.13
H 1.69 -1.35 5.94
H 1.94 -3.11 6.08
H -0.63 -0.84 4.80
C -3.91 -1.71 -2.65
C -3.46 -1.83 -1.20
O -4.64 -1.94 -0.43
H -3.09 -1.41 -3.31
H -4.63 -0.89 -2.75
H -4.29 -2.67 -2.97
H -2.85 -0.97 -0.89
H -2.85 -2.74 -1.09
H -4.42 -2.36 0.41
C 4.85 0.60 -3.58
C 4.42 -0.56 -2.72
O 4.70 -0.29 -1.36
H 4.46 1.58 -3.29
H 4.52 0.37 -4.60
H 5.93 0.76 -3.64
H 5.07 -1.41 -2.96
H 3.38 -0.87 -2.91
H 4.44 -1.06 -0.81
C 2.69 3.90 0.94
C 3.21 3.12 -0.25
O 3.32 1.74 0.10
H 2.33 4.89 0.65
H 3.44 4.04 1.72
H 1.81 3.41 1.35
H 4.18 3.49 -0.56
H 2.58 3.21 -1.14
H 3.95 1.22 -0.43
C -0.04 6.34 -2.61
C 0.70 5.11 -2.10
O 1.99 5.15 -2.74
H -0.25 6.28 -3.68
H 0.61 7.21 -2.47
H -0.96 6.54 -2.06
H 0.21 4.18 -2.39
H 0.77 5.15 -1.01
H 2.47 5.91 -2.39
```

These are the Mulliken partial charges, in e, on atoms 1 to 2: atom 1 (C): -1.123, atom 2 (C): -0.394


No. 2
Formula: H4IO2
Source: OMol25
Level of theory: ωB97M-V/def2-TZVPD

Computed properties:
HOMO   -0.1312 Ha
Energy   -12263.206 eV
Net charge   -1

Geometry as XYZ:
```
7
H4IO2 | OMol25 | ωB97M-V/def2-TZVPD
I 0.10 -2.69 1.55
O -1.73 2.27 2.14
H -0.99 2.50 2.70
H -1.64 1.33 2.00
O 1.29 -0.87 -3.06
H 0.77 -1.37 -2.43
H 2.19 -1.16 -2.90
```

These are the natural (NBO) partial charges, in e, on atoms 1 to 2: atom 1 (I): -0.999, atom 2 (O): -0.951


No. 3
Formula: C10H15N2O2S
Source: OMol25
Level of theory: ωB97M-V/def2-TZVPD

Computed properties:
HOMO   -0.4606 Ha
Energy   -28514.046 eV
Net charge   +1

Geometry as XYZ:
```
30
C10H15N2O2S | OMol25 | ωB97M-V/def2-TZVPD
C -1.58 -0.14 0.27
C -2.04 1.15 0.23
C 0.00 -0.04 0.35
C -3.54 1.39 0.09
C -0.92 2.11 0.24
C 3.09 -0.81 1.22
C 3.04 -2.15 0.53
C -4.18 0.04 0.31
C 2.21 -1.10 0.12
C 2.57 -0.45 -1.21
N 0.26 1.27 0.35
N 0.75 -1.11 0.33
O -3.02 -1.49 -1.54
O 2.14 0.89 -1.27
S -2.99 -1.35 -0.11
H -3.77 2.16 0.88
H -3.71 1.68 -1.04
H -0.77 2.65 -0.67
H -1.13 2.91 0.92
H 2.75 -0.75 2.29
H 4.19 -0.38 1.08
H 3.90 -2.38 -0.18
H 2.70 -3.07 1.05
H -4.57 -0.09 1.30
H -5.01 -0.16 -0.41
H 2.24 -1.12 -1.97
H 3.65 -0.47 -1.33
H 1.30 1.51 0.21
H 0.18 -1.94 0.14
H 2.27 1.26 -2.21
```

These are the natural (NBO) partial charges, in e, on atoms 1 to 2: atom 1 (C): -0.351, atom 2 (C): 0.115


No. 4
Formula: H16InO8
Source: OMol25
Level of theory: ωB97M-V/def2-TZVPD

Computed properties:
HOMO   -0.8454 Ha
Energy   -21785.429 eV
Net charge   +3

Geometry as XYZ:
```
25
H16InO8 | OMol25 | ωB97M-V/def2-TZVPD
In 12.35 -3.84 -6.92
O 11.90 -3.28 -4.87
H 11.11 -3.13 -4.35
H 12.58 -3.14 -4.18
O 14.11 -5.50 -8.50
H 14.86 -4.90 -8.62
H 14.03 -5.88 -9.38
O 12.40 -3.16 -8.92
H 11.83 -3.41 -9.65
H 12.89 -2.42 -9.27
O 14.40 -3.34 -6.77
H 14.87 -2.51 -7.06
H 15.06 -3.94 -6.46
O 11.35 -5.58 -8.06
H 10.40 -5.55 -8.24
H 11.68 -6.48 -8.38
O 13.03 -5.60 -5.95
H 12.52 -6.06 -5.26
H 13.50 -6.32 -6.41
O 10.27 -3.31 -6.95
H 9.70 -3.02 -7.71
H 9.72 -3.76 -6.37
O 12.47 -1.48 -6.68
H 12.18 -0.88 -7.40
H 12.35 -1.03 -5.84
```

These are the natural (NBO) partial charges, in e, on atoms 1 to 2: atom 1 (In): 2.028, atom 2 (O): -0.974


Please write out number 3 again, unchanged.
Formula: C10H15N2O2S
Source: OMol25
Level of theory: ωB97M-V/def2-TZVPD

Computed properties:
HOMO   -0.4606 Ha
Energy   -28514.046 eV
Net charge   +1

Geometry as XYZ:
```
30
C10H15N2O2S | OMol25 | ωB97M-V/def2-TZVPD
C -1.58 -0.14 0.27
C -2.04 1.15 0.23
C 0.00 -0.04 0.35
C -3.54 1.39 0.09
C -0.92 2.11 0.24
C 3.09 -0.81 1.22
C 3.04 -2.15 0.53
C -4.18 0.04 0.31
C 2.21 -1.10 0.12
C 2.57 -0.45 -1.21
N 0.26 1.27 0.35
N 0.75 -1.11 0.33
O -3.02 -1.49 -1.54
O 2.14 0.89 -1.27
S -2.99 -1.35 -0.11
H -3.77 2.16 0.88
H -3.71 1.68 -1.04
H -0.77 2.65 -0.67
H -1.13 2.91 0.92
H 2.75 -0.75 2.29
H 4.19 -0.38 1.08
H 3.90 -2.38 -0.18
H 2.70 -3.07 1.05
H -4.57 -0.09 1.30
H -5.01 -0.16 -0.41
H 2.24 -1.12 -1.97
H 3.65 -0.47 -1.33
H 1.30 1.51 0.21
H 0.18 -1.94 0.14
H 2.27 1.26 -2.21
```

These are the natural (NBO) partial charges, in e, on atoms 1 to 2: atom 1 (C): -0.351, atom 2 (C): 0.115


Q: What is the energy in the second record?
A: -12263.206 eV